ORCA calculation (wB97M-V/def2-TZVPD) on one molecule with the formula C3H3NO2 in a non-equilibrium geometry.

Output
E_tot = -321.09709 a.u.

Atoms and positions in Å:
H (0.550, -0.458, 2.341)
C (1.271, 0.182, 0.147)
O (0.606, 0.264, -1.005)
N (-1.328, -0.016, 0.029)
H (-1.137, 0.191, -2.121)
O (-2.453, -0.404, 0.402)
C (-0.738, 0.191, -1.065)
H (2.431, 0.135, -0.065)
C (0.799, -0.084, 1.337)